Below is 2 unconnected molecules or ions with the total composition C5H15NO2, with properties calculated with ωB97M-V/def2-TZVPD.

For the total energy, the calculation gives -404.6661 a.u. Its energy relative to the best compared isomer or geometry (same formula, charge and spin) is 233.5 kJ/mol. Its charge is 0. As for the spin multiplicity: 1. The HOMO-LUMO gap is 9.18 eV.

The geometry in XYZ format:
```
23
Properties=species:S:1:pos:R:3:lowdin_charge:R:1
C 0.580 0.332 0.807 -0.579
C 0.928 1.467 -0.156 -0.014
C 0.294 0.867 2.215 -0.018
O 1.665 -0.587 0.848 -0.012
H 2.441 -0.149 1.211 0.102
H -0.178 -1.106 -1.696 0.017
H 1.202 1.282 2.653 0.085
H 1.067 1.066 -1.157 0.083
H 1.857 1.944 0.156 0.088
H 0.148 2.222 -0.172 0.079
H -0.446 1.663 2.184 0.078
H -0.073 0.055 2.840 0.086
C -1.846 0.138 0.147 -0.066
C -0.041 -1.371 -2.806 -0.055
N -0.549 -0.501 0.185 -0.216
O -0.689 -1.692 0.966 -0.039
H 0.173 -2.128 0.894 0.094
H -2.195 0.478 1.128 0.084
H -2.552 -0.601 -0.228 0.092
H -1.803 0.971 -0.550 0.088
H -0.503 -2.323 -3.036 0.007
H -0.500 -0.597 -3.409 0.007
H 1.019 -1.430 -3.022 0.008
```